Record 1
Below is C39H36Cl2I2N5O4PRuS as an isolated structure in a non-equilibrium geometry, with properties calculated with wB97M-V/def2-TZVPD.

Output
Gap between HOMO and LUMO (alpha / beta) in eV: 6.428 / 6.125
E_HOMO (alpha / beta) in eV: -9.86 / -9.89
Lowest unoccupied orbital energy (alpha / beta) in eV: -3.4 / -3.8
⟨S²⟩: 0.758
Calculated total energy in eV: -120613.97912
2S+1: 2
Total charge: +1

Positions of all 91 atoms, in Å:
Ru: 0.388 -0.128 0.071
O: -1.398 1.626 1.807
N: -0.536 0.565 1.992
C: -0.044 0.579 3.168
C: 0.737 -0.489 3.784
C: 1.048 -0.299 5.133
C: 1.661 -1.296 5.869
C: 1.971 -2.503 5.261
C: 1.683 -2.694 3.919
C: 1.074 -1.697 3.162
P: 0.773 -2.071 1.403
C: 2.389 -2.818 0.976
C: 2.559 -4.169 0.688
C: 3.811 -4.656 0.333
C: 4.902 -3.804 0.279
C: 4.747 -2.463 0.606
C: 3.499 -1.972 0.950
C: -0.403 -3.449 1.423
C: -0.600 -4.216 0.275
C: -1.544 -5.228 0.264
C: -2.309 -5.479 1.394
C: -2.134 -4.705 2.532
C: -1.194 -3.686 2.545
H: -1.766 1.455 0.918
H: -0.312 1.425 3.798
H: 0.789 0.640 5.606
H: 1.881 -1.138 6.916
H: 2.435 -3.298 5.829
H: 1.939 -3.637 3.452
H: 1.723 -4.854 0.740
H: 3.933 -5.707 0.106
H: 5.873 -4.183 -0.011
H: 5.598 -1.796 0.584
H: 3.388 -0.922 1.183
H: -0.014 -4.026 -0.612
H: -1.693 -5.814 -0.635
H: -3.052 -6.265 1.383
H: -2.731 -4.893 3.415
H: -1.085 -3.073 3.431
I: -3.649 0.560 -3.221
C: -2.168 1.894 -2.630
C: -2.044 3.139 -3.289
C: -1.130 4.075 -2.891
I: -1.022 5.883 -3.918
C: -0.269 3.806 -1.791
C: 0.696 4.675 -1.244
C: 1.451 4.269 -0.174
C: 1.269 2.982 0.350
N: 0.381 2.149 -0.143
C: -0.386 2.548 -1.183
C: -1.356 1.582 -1.569
O: -1.421 0.487 -0.835
H: -2.701 3.350 -4.121
H: 0.833 5.658 -1.674
H: 2.206 4.914 0.252
H: 1.872 2.629 1.178
C: 1.228 -7.249 -3.253
C: 1.861 -6.184 -2.368
N: 2.759 -5.289 -3.085
C: 4.005 -5.855 -3.611
C: 3.972 -6.050 -5.119
C: 2.614 -3.947 -3.174
O: 3.482 -3.206 -3.607
C: 1.304 -3.333 -2.751
C: 0.078 -3.653 -3.315
C: -1.035 -2.936 -2.917
C: -0.902 -1.928 -1.981
N: 0.293 -1.583 -1.468
C: 1.371 -2.281 -1.858
H: 0.543 -7.861 -2.666
H: 1.982 -7.912 -3.678
H: 0.671 -6.799 -4.076
H: 2.432 -6.669 -1.569
H: 1.088 -5.590 -1.885
H: 4.176 -6.800 -3.094
H: 4.813 -5.170 -3.353
H: 3.151 -6.700 -5.421
H: 4.905 -6.498 -5.461
H: 3.856 -5.088 -5.617
H: 0.000 -4.442 -4.052
H: -2.017 -3.142 -3.321
H: -1.751 -1.356 -1.643
H: 2.321 -1.980 -1.449
O: 2.240 1.730 -2.717
S: 2.858 0.702 -1.895
N: 2.146 0.174 -0.697
Cl: -2.900 -1.239 1.109
C: -4.420 -2.100 0.812
Cl: -4.348 -3.076 -0.661
H: -5.201 -1.360 0.691
H: -4.609 -2.757 1.652

Force components x, y, z for each atom (eV/Å):
Ru -0.57 0.62 0.28
O -0.22 -0.23 -0.02
N 0.01 0.52 -0.26
C -0.05 -0.13 -0.01
C 0.06 0.04 -0.04
C 0.02 0.01 -0.03
C 0.00 -0.01 0.00
C -0.01 -0.01 0.02
C 0.02 0.03 -0.01
C -0.16 0.03 0.05
P 0.88 -0.04 -0.35
C -0.06 -0.09 0.01
C -0.02 0.00 -0.02
C 0.01 -0.01 0.01
C 0.00 0.01 -0.02
C 0.00 -0.02 -0.01
C 0.02 -0.01 0.08
C -0.22 0.19 0.01
C -0.04 0.02 0.01
C 0.00 0.01 -0.01
C -0.04 0.02 0.01
C 0.00 -0.02 0.01
C 0.08 -0.04 0.02
H 0.00 -0.03 -0.03
H -0.13 -0.08 0.05
H -0.02 -0.01 0.00
H 0.02 0.01 -0.01
H 0.01 0.01 0.00
H 0.02 0.01 0.00
H 0.01 0.00 0.00
H 0.00 0.00 0.00
H 0.01 0.00 0.01
H 0.00 0.00 -0.01
H 0.00 -0.01 0.01
H 0.02 -0.05 0.01
H 0.01 0.00 0.00
H 0.02 -0.02 0.00
H -0.01 0.01 0.00
H 0.01 -0.02 0.01
I 0.01 -0.02 0.02
C -0.05 0.04 0.02
C 0.04 0.02 0.02
C -0.02 -0.04 0.01
I 0.00 0.02 0.00
C -0.01 0.04 -0.03
C 0.02 -0.01 0.00
C -0.04 -0.01 -0.01
C 0.07 0.03 -0.08
N 0.71 -0.11 -0.18
C -0.18 -0.08 0.05
C 0.10 0.07 -0.02
O -0.40 -0.15 0.32
H 0.01 0.00 -0.01
H 0.02 -0.01 -0.01
H -0.04 0.02 0.04
H 0.04 -0.03 -0.04
C -0.02 0.01 0.02
C 0.01 -0.02 -0.05
N 0.00 -0.03 -0.04
C 0.01 0.05 0.01
C 0.00 0.01 0.00
C -0.02 -0.03 -0.02
O 0.01 0.00 0.05
C 0.02 0.06 -0.10
C 0.01 -0.04 0.03
C -0.02 0.04 -0.04
C 0.05 0.08 0.00
N -0.02 -0.18 0.01
C -0.02 0.17 -0.05
H 0.01 -0.01 0.00
H 0.00 0.01 -0.01
H 0.00 0.00 0.00
H -0.02 0.01 0.01
H 0.00 0.01 0.04
H -0.01 -0.01 -0.01
H 0.02 -0.04 0.04
H 0.00 -0.01 0.00
H 0.00 0.01 0.00
H -0.01 0.00 0.00
H -0.01 -0.01 0.01
H 0.00 0.01 0.01
H -0.02 -0.03 0.04
H 0.01 -0.05 -0.01
O -0.17 -0.29 -0.14
S 0.12 0.75 0.45
N 0.33 -0.97 -0.13
Cl -0.28 -0.04 0.07
C 0.04 0.02 -0.02
Cl 0.00 0.00 -0.01
H -0.01 -0.01 0.01
H 0.00 -0.02 -0.01



Record 2
Below is C39H36ClN3PdSi2 as an isolated structure in a non-equilibrium geometry, with properties calculated with wB97M-V/def2-TZVPD.

Output
Gap between HOMO and LUMO (alpha / beta) in eV: 5.989 / 4.893
E_HOMO (alpha / beta) in eV: -5.43 / -5.24
Lowest unoccupied orbital energy (alpha / beta) in eV: 0.6 / -0.3
⟨S²⟩: 2.043
Calculated total energy in eV: -77251.02299
2S+1: 3

Positions of all 82 atoms, in Å:
C: 4.177 2.525 -0.948
C: 3.431 1.731 -1.882
C: 2.119 2.296 -1.988
H: 3.774 0.834 -2.387
C: 2.064 3.448 -1.142
C: 3.332 3.592 -0.510
H: 3.621 4.392 0.173
H: 5.220 2.399 -0.688
H: 1.307 1.886 -2.562
H: 1.185 4.064 -0.961
Pd: 2.498 1.776 -0.056
Si: -2.598 -0.216 -2.178
C: -2.979 -2.086 -2.025
C: -3.800 -2.522 -0.967
H: -4.301 -1.792 -0.316
C: -4.011 -3.889 -0.736
H: -4.568 -4.209 0.152
C: -3.570 -4.815 -1.681
H: -3.715 -5.880 -1.506
C: -2.947 -4.380 -2.857
H: -2.680 -5.096 -3.642
C: -2.709 -3.012 -3.056
H: -2.317 -2.659 -4.018
C: -4.336 0.379 -1.753
C: -5.456 0.081 -2.561
H: -5.350 -0.408 -3.527
C: -6.763 0.335 -2.110
H: -7.630 0.060 -2.721
C: -6.965 0.955 -0.872
H: -7.965 1.220 -0.517
C: -5.859 1.273 -0.069
H: -5.988 1.754 0.900
C: -4.562 0.973 -0.512
H: -3.681 1.155 0.117
H: -2.364 -0.004 -3.629
Si: -0.964 -1.083 1.594
C: -1.404 0.478 0.591
C: -1.376 0.747 -0.909
H: -0.563 0.248 -1.485
C: -1.341 2.147 -1.315
H: -1.090 2.360 -2.362
C: -1.454 3.164 -0.405
H: -1.436 4.204 -0.742
C: -1.583 2.920 0.963
H: -1.749 3.751 1.658
C: -1.603 1.581 1.411
H: -1.864 1.426 2.466
C: -0.378 -2.222 0.201
C: 0.522 -1.545 -0.646
H: 0.775 -0.465 -0.483
C: 1.091 -2.183 -1.757
H: 1.661 -1.595 -2.473
C: 0.932 -3.576 -1.900
H: 1.490 -4.106 -2.676
C: 0.071 -4.265 -1.031
H: -0.091 -5.336 -1.180
C: -0.653 -3.577 -0.033
H: -1.480 -4.051 0.504
H: -1.801 -1.639 2.591
Cl: 0.841 -0.462 2.521
N: 5.122 1.484 2.132
C: 4.099 2.147 2.868
C: 4.342 2.523 4.206
C: 3.300 3.044 4.965
C: 2.108 3.321 4.277
C: 1.972 3.054 2.919
N: 2.938 2.365 2.257
C: 4.892 0.151 1.706
C: 5.680 -0.901 2.227
C: 5.327 -2.210 1.918
C: 4.290 -2.403 1.003
C: 3.627 -1.307 0.468
N: 3.894 -0.044 0.864
H: 6.007 1.526 2.617
H: 5.343 2.331 4.603
H: 3.406 3.213 6.039
H: 1.260 3.779 4.787
H: 1.077 3.348 2.346
H: 6.492 -0.624 2.897
H: 5.851 -3.035 2.394
H: 3.988 -3.407 0.690
H: 2.817 -1.436 -0.253

Force components x, y, z for each atom (eV/Å):
C 2.09 1.90 -1.70
C 0.73 0.16 -0.96
C -0.77 0.46 -1.88
H -0.01 0.20 0.06
C -1.15 1.03 -0.91
C 1.98 1.70 -0.80
H -0.12 -0.31 -0.23
H -0.14 0.00 -0.06
H 0.02 0.19 -0.33
H 0.34 -0.07 -0.23
Pd -2.19 -4.87 6.52
Si -1.91 -0.28 0.91
C -0.39 0.06 -0.53
C 0.39 -0.41 0.45
H 0.55 -0.27 -0.06
C -0.32 0.45 -0.34
H 0.19 0.09 -0.44
C 0.37 -0.03 -0.03
H -0.01 0.22 -0.08
C -0.37 0.28 -0.13
H -0.14 0.27 0.35
C 0.40 -0.11 0.57
H 0.19 -0.20 0.50
C -0.60 0.28 -0.52
C -0.47 0.04 0.59
H 0.18 0.06 0.11
C 0.32 0.16 -0.01
H 0.42 0.14 0.16
C 0.53 0.19 0.33
H 0.27 -0.24 -0.20
C 0.08 -0.18 -0.41
H -0.08 -0.11 -0.20
C -0.07 0.04 0.18
H -0.70 0.16 -0.13
H 0.56 0.26 0.20
Si 1.76 0.96 -2.80
C -0.53 0.32 0.40
C 0.25 -1.65 -0.95
H 0.22 0.33 0.79
C 0.19 0.85 0.20
H -0.38 0.02 0.39
C 0.11 0.44 -1.00
H 0.11 -0.35 -0.03
C -0.65 -0.43 0.64
H 0.11 -0.42 -0.25
C -0.31 0.32 -0.02
H 0.57 -0.04 -0.19
C 0.33 -0.04 0.36
C 0.15 0.06 -0.57
H -0.07 -1.09 0.07
C -0.34 -0.56 0.54
H 0.13 -0.20 0.16
C -0.17 0.49 0.39
H -0.35 0.12 0.18
C -0.32 0.25 -0.02
H 0.03 0.36 0.08
C 0.41 0.23 -0.56
H 0.58 -0.10 -0.03
H -0.85 -0.27 0.77
Cl -0.61 -0.38 0.19
N -0.01 -0.17 0.27
C -0.41 0.06 -0.01
C 0.06 -0.19 -0.04
C 0.11 -0.20 -0.97
C -0.54 0.50 0.17
C 0.87 -0.78 0.41
N -0.56 0.60 0.42
C -0.07 -0.25 0.13
C -0.44 0.33 -0.15
C 0.18 0.78 -0.08
C -0.19 -0.42 -0.32
C 0.32 0.11 0.68
N -0.47 -0.82 -0.41
H -0.06 0.12 0.14
H -0.44 0.04 0.13
H -0.03 0.09 -0.43
H 0.28 -0.09 -0.03
H 0.52 -0.40 0.34
H -0.14 -0.36 -0.01
H -0.10 0.08 -0.24
H 0.13 0.37 0.16
H 0.47 0.10 0.36



What is the formula in the first record? C39H36Cl2I2N5O4PRuS